The molecule C44H50BrN5O4 at a distorted geometry, computed with ωB97M-V with the def2-TZVPD basis set.

## Properties
total charge = 0
max |F| = 6.57 eV Å⁻¹
lowest unoccupied orbital energy = -0.023 hartree
molecular weight = 792.819 g mol⁻¹

Each line ends with the Mulliken charge.
Element x y z (Å)
C -1.106 1.932 2.940  -1.28
C -0.729 1.005 4.089  3.56
C -1.418 1.426 5.387  -2.21
C 0.772 0.799 4.217  -0.33
C 1.513 1.485 5.188  -0.74
C 2.905 1.460 5.147  -1.28
C 3.560 0.823 4.099  -0.66
C 2.835 0.101 3.139  0.48
C 3.611 -0.554 1.989  2.93
C 4.318 -1.817 2.468  -1.48
C 4.627 0.388 1.334  -1.74
C 1.440 -0.050 3.298  -0.81
N 0.668 -0.809 2.333  2.27
N 0.521 -0.203 1.139  -0.93
N -0.239 -1.025 0.398  2.74
C -0.555 -0.755 -1.000  -0.74
C 0.331 -1.123 -2.041  0.08
C 1.782 -1.518 -1.764  1.97
C 2.577 -0.256 -1.446  -1.22
C 2.436 -2.294 -2.916  -2.13
C -0.092 -1.001 -3.367  -0.87
C -1.323 -0.450 -3.694  -1.59
C -2.138 0.013 -2.676  -0.71
C -1.782 -0.145 -1.333  0.74
C -2.738 0.433 -0.288  1.72
C -4.194 0.038 -0.564  -1.51
C -2.611 1.958 -0.268  -1.65
C -0.564 -2.164 1.118  -0.44
C -1.009 -3.328 0.382  0.24
C -0.167 -4.467 0.330  -0.05
C -0.524 -5.570 -0.434  -1.18
C -1.714 -5.554 -1.169  -0.61
C -2.533 -4.411 -1.167  -0.79
C -2.187 -3.315 -0.396  -0.04
C -0.060 -2.030 2.375  0.90
C 0.266 -3.236 3.284  -0.81
H -0.554 1.672 2.029  0.07
H -2.184 1.850 2.743  0.36
H -0.876 2.973 3.206  0.39
H -1.127 0.016 3.840  -1.60
H -1.117 0.766 6.207  0.48
H -1.171 2.462 5.644  0.45
H -2.501 1.339 5.261  0.49
H 0.995 2.027 5.980  0.36
H 3.482 1.980 5.908  0.38
H 4.649 0.850 4.029  0.30
H 2.857 -0.822 1.237  -1.68
H 3.611 -2.525 2.914  0.25
H 4.821 -2.315 1.632  0.44
H 5.075 -1.565 3.223  0.33
H 4.137 1.290 0.951  0.37
H 5.401 0.692 2.050  0.41
H 5.121 -0.119 0.495  0.43
H 1.785 -2.172 -0.878  -0.33
H 2.098 0.292 -0.624  0.23
H 3.609 -0.495 -1.160  0.33
H 2.612 0.399 -2.330  0.39
H 1.808 -3.132 -3.240  0.43
H 2.624 -1.639 -3.777  0.37
H 3.400 -2.706 -2.598  0.49
H 0.566 -1.323 -4.169  0.36
H -1.630 -0.363 -4.737  0.39
H -3.079 0.500 -2.920  0.35
H -2.444 0.025 0.688  -0.65
H -4.289 -1.034 -0.768  0.31
H -4.819 0.274 0.305  0.42
H -4.583 0.592 -1.427  0.43
H -1.562 2.264 -0.177  0.33
H -3.007 2.375 -1.206  0.43
H -3.175 2.389 0.569  0.45
H 0.802 -4.444 0.841  0.45
H 0.139 -6.443 -0.448  0.46
H -2.007 -6.427 -1.749  0.41
H -3.448 -4.386 -1.770  0.45
H -2.809 -2.412 -0.375  0.37
H 0.616 -3.988 2.536  -0.29
H 1.211 -3.005 3.817  0.50
C 3.212 -7.306 4.059  -1.21
C 2.326 -7.113 5.250  -0.24
O 1.579 -5.856 4.962  -0.23
C 0.715 -5.637 5.980  0.39
O 0.737 -6.348 6.983  -0.68
N -0.118 -4.565 5.758  -0.05
C -1.249 -4.487 6.553  -0.71
C -1.483 -5.115 7.786  -0.77
C -2.747 -5.055 8.369  -0.77
C -3.770 -4.283 7.784  -0.43
C -3.564 -3.652 6.562  0.14
Br -4.989 -2.752 5.708  -0.17
C -2.317 -3.763 5.909  0.37
C -1.909 -3.376 4.616  -0.21
N -2.533 -2.293 3.936  1.15
O -2.643 -1.221 4.600  -0.55
O -2.918 -2.420 2.742  -0.82
C -0.642 -3.941 4.121  0.22
H 3.861 -8.171 4.197  0.42
H 2.607 -7.471 3.166  0.27
H 3.830 -6.423 3.895  0.27
H 1.611 -7.935 5.365  0.33
H 2.896 -7.014 6.181  0.30
H -0.709 -5.733 8.242  0.47
H -2.973 -5.628 9.265  0.37
H -4.750 -4.207 8.248  0.39
H -0.880 -4.973 3.796  0.66

---

C39H71ClInO21 as an isolated structure at a distorted geometry, computed with ωB97M-V with the def2-TZVPD basis set.

## Properties
total charge = -1
max |F| = 1.55 eV Å⁻¹
lowest unoccupied orbital energy = 0.055 hartree
molecular weight = 1026.247 g mol⁻¹

Each line ends with the Mulliken charge.
Element x y z (Å)
C 0.890 -1.911 -2.386  -0.95
C 1.404 -2.159 -3.809  -0.44
O 0.657 -3.095 -4.554  -0.38
C 0.579 -4.381 -3.944  -0.72
C -0.812 -4.566 -3.307  -0.02
C -1.281 -6.034 -3.229  -0.68
C -2.812 -6.038 -2.931  -0.54
C -3.668 -6.238 -4.212  -1.42
In -4.171 -4.356 -5.280  1.18
O -2.841 -4.110 -6.859  -0.74
Cl -3.804 -2.400 -3.796  -0.54
C -6.273 -4.434 -6.072  -1.17
C -7.061 -3.264 -5.573  0.35
O -7.420 -2.384 -6.358  -0.69
C -7.423 -3.091 -4.109  0.28
C -8.394 -2.163 -3.805  -0.52
C -8.761 -1.918 -2.509  -0.53
C -8.145 -2.609 -1.489  -0.27
C -7.191 -3.547 -1.775  -0.91
C -6.835 -3.785 -3.081  0.37
H 1.071 -2.752 -1.707  0.31
H 1.397 -1.018 -1.997  0.38
H -0.187 -1.713 -2.347  0.25
H 2.465 -2.454 -3.751  0.30
H 1.316 -1.209 -4.347  0.34
H 1.390 -4.570 -3.226  0.30
H 0.649 -5.124 -4.749  0.45
H -1.517 -4.027 -3.947  -0.08
H -0.873 -4.125 -2.306  0.23
H -1.076 -6.591 -4.149  0.34
H -0.787 -6.509 -2.371  0.35
H -2.996 -6.912 -2.286  0.48
H -3.093 -5.145 -2.361  0.26
H -4.587 -6.762 -3.916  0.35
H -3.111 -6.899 -4.887  0.54
H -2.268 -3.355 -6.686  0.21
H -6.188 -4.311 -7.156  0.29
H -6.775 -5.393 -5.898  0.40
H -8.870 -1.591 -4.594  0.41
H -9.526 -1.183 -2.282  0.36
H -8.417 -2.391 -0.459  0.35
H -6.665 -4.107 -1.007  0.38
H -6.058 -4.511 -3.303  0.22
C 3.363 2.935 2.278  -1.14
C 3.117 1.779 3.225  -0.23
O 1.721 1.464 3.322  -0.23
C 1.219 0.776 2.290  0.63
O 1.828 0.404 1.324  -0.58
O -0.083 0.590 2.513  -0.26
C -0.777 -0.060 1.441  -0.76
H 2.758 3.797 2.562  0.26
H 4.415 3.223 2.288  0.41
H 3.089 2.673 1.257  0.31
H 3.434 2.056 4.231  0.31
H 3.686 0.896 2.936  0.35
H -0.294 -0.995 1.166  0.34
H -0.838 0.603 0.579  0.29
H -1.783 -0.276 1.789  0.27
C 0.611 1.014 6.346  -0.85
C -0.813 1.079 5.839  0.09
O -1.675 0.190 6.572  -0.37
C -2.048 0.615 7.776  0.78
O -1.746 1.660 8.292  -0.57
O -2.812 -0.332 8.329  -0.34
C -3.216 -0.048 9.669  -0.60
H 0.972 -0.016 6.342  0.29
H 1.266 1.619 5.723  0.02
H 0.681 1.376 7.373  0.41
H -0.848 0.748 4.804  0.07
H -1.204 2.096 5.869  0.32
H -3.694 0.927 9.739  0.29
H -2.358 -0.099 10.338  0.29
H -3.935 -0.811 9.961  0.19
C 7.793 7.499 -0.793  -1.00
C 6.563 6.827 -1.367  -0.30
O 5.711 6.313 -0.333  -0.33
C 4.965 7.218 0.298  0.74
O 4.936 8.400 0.075  -0.57
O 4.262 6.586 1.242  -0.25
C 3.480 7.452 2.064  -0.68
H 8.317 6.821 -0.117  0.29
H 8.473 7.800 -1.589  0.36
H 7.525 8.384 -0.217  0.29
H 6.859 5.968 -1.967  0.31
H 6.005 7.501 -2.018  0.32
H 2.838 8.093 1.462  0.33
H 4.129 8.054 2.699  0.31
H 2.857 6.820 2.692  0.18
C 13.685 11.361 -1.734  -1.10
C 12.250 11.432 -2.214  -0.19
O 11.399 10.556 -1.462  -0.34
C 11.053 10.994 -0.252  0.74
O 11.377 12.041 0.245  -0.56
O 10.296 10.059 0.324  -0.27
C 9.925 10.356 1.671  -0.71
H 14.037 10.328 -1.739  0.29
H 14.332 11.959 -2.375  0.36
H 13.776 11.729 -0.713  0.31
H 12.191 11.093 -3.248  0.29
H 11.866 12.451 -2.183  0.31
H 9.457 11.336 1.743  0.34
H 10.797 10.303 2.321  0.32
H 9.208 9.600 1.979  0.20
C -2.949 -3.350 -10.373  -1.17
C -3.081 -4.795 -9.947  0.11
O -3.020 -5.683 -11.090  -0.36
C -1.813 -5.904 -11.587  0.76
O -0.771 -5.455 -11.184  -0.56
O -1.944 -6.717 -12.650  -0.35
C -0.723 -6.968 -13.337  -0.64
H -3.690 -3.108 -11.139  0.32
H -3.091 -2.693 -9.517  0.32
H -1.966 -3.154 -10.803  0.32
H -4.055 -4.949 -9.489  0.17
H -2.331 -5.066 -9.209  0.27
H 0.046 -7.331 -12.657  0.29
H -0.383 -6.064 -13.843  0.28
H -0.925 -7.734 -14.082  0.22
C -4.503 -5.733 11.463  -1.11
C -5.806 -5.070 11.070  -0.16
O -6.566 -4.674 12.222  -0.35
C -6.146 -3.567 12.830  0.79
O -5.213 -2.882 12.499  -0.55
O -6.929 -3.355 13.891  -0.34
C -6.534 -2.241 14.693  -0.63
H -4.690 -6.562 12.148  0.30
H -3.985 -6.111 10.582  0.36
H -3.845 -5.033 11.976  0.30
H -6.431 -5.779 10.528  0.28
H -5.640 -4.216 10.413  0.30
H -6.436 -1.339 14.093  0.29
H -5.597 -2.461 15.204  0.29
H -7.314 -2.089 15.435  0.22

---

A 2-piece molecular cluster, C5H11OS overall, computed with ωB97M-V with the def2-TZVPD basis set.

## Properties
total charge = -1
max |F| = 0.80 eV Å⁻¹
energy above the lowest of the compared OMol25 structures with the same formula, charge and spin = 80.6 kJ/mol
lowest unoccupied orbital energy = 0.136 hartree
molecular weight = 119.209 g mol⁻¹

Each line ends with the Mulliken charge.
Element x y z (Å)
C -2.274 -0.283 1.517  -0.71
C -2.847 0.864 0.723  -0.16
C -2.164 1.386 -0.289  0.17
O -2.586 2.477 -1.012  -0.54
H -3.002 -1.096 1.583  0.26
H -1.366 -0.664 1.035  0.04
H -1.971 0.009 2.523  0.20
H -3.832 1.218 1.015  0.32
H -1.278 0.870 -0.662  -0.07
H -1.960 2.584 -1.726  0.35
C 3.445 -1.419 -0.267  -0.97
C 2.530 -0.452 -1.015  -0.48
S 0.853 -0.370 -0.291  -0.66
H 3.165 -2.472 -0.312  0.25
H 3.431 -1.159 0.794  0.25
H 4.478 -1.316 -0.629  0.34
H 2.455 -0.738 -2.066  0.22
H 2.922 0.562 -0.921  0.19

---

Question: The highest molecular weight belongs to which entry?
Answer: C39H71ClInO21